No. 1
Entry from OMol25: a 12-piece molecular cluster, C51H87N3O9 overall (ωB97M-V with the def2-TZVPD basis set).

Bonds (Å) are listed after each position.
Geometry (Å):
1 C 4.395 -4.502 -4.023  C2 1.405, C6 1.443, H7 1.080
2 C 3.274 -4.828 -3.242  C1 1.405, C3 1.409, H8 1.080
3 C 3.159 -6.115 -2.679  C2 1.409, N4 1.351, H9 1.080
4 N 4.026 -7.113 -2.958  C3 1.351, C5 1.443
5 C 5.149 -6.829 -3.817  N4 1.443, C6 1.396, H10 1.080
6 C 5.393 -5.521 -4.240  C1 1.443, C5 1.396, H11 1.080
7 H 4.501 -3.515 -4.448  C1 1.080
8 H 2.467 -4.138 -3.042  C2 1.080
9 H 2.370 -6.267 -1.958  C3 1.080
10 H 5.887 -7.547 -4.145  C5 1.080
11 H 6.328 -5.316 -4.740  C6 1.080
12 C -0.045 -0.774 8.794  C13 1.397, C17 1.419, H18 1.080
13 C -0.515 -0.878 7.483  C12 1.397, C14 1.361, H19 1.080
14 C -1.699 -0.276 7.192  C13 1.361, N15 1.367, H20 1.080
15 N -2.536 0.282 8.118  C14 1.367, C16 1.367
16 C -2.065 0.538 9.376  N15 1.367, C17 1.410, H21 1.080
17 C -0.823 -0.035 9.722  C12 1.419, C16 1.410, H22 1.080
18 H 0.845 -1.356 8.983  C12 1.080
19 H 0.194 -1.338 6.809  C13 1.080
20 H -2.129 -0.417 6.211  C14 1.080
21 H -2.761 0.794 10.160  C16 1.080
22 H -0.669 -0.094 10.790  C17 1.080
23 C 5.499 3.638 -0.418  C24 1.371, C28 1.384, H29 1.080
24 C 5.471 3.738 -1.786  C23 1.371, C25 1.385, H30 1.080
25 C 4.620 4.596 -2.462  C24 1.385, N26 1.312, H31 1.080
26 N 3.880 5.410 -1.749  C25 1.312, C27 1.299
27 C 3.851 5.343 -0.452  N26 1.299, C28 1.392, H32 1.080
28 C 4.630 4.455 0.283  C23 1.384, C27 1.392, H33 1.080
29 H 6.179 2.921 0.018  C23 1.080
30 H 6.127 3.093 -2.352  C24 1.080
31 H 4.655 4.787 -3.525  C25 1.080
32 H 3.302 6.114 0.068  C27 1.080
33 H 4.561 4.303 1.350  C28 1.080
34 C -0.817 -5.211 3.895  C35 1.579, C38 1.489, H39 1.090, H40 1.090
35 C -1.872 -6.033 3.057  C34 1.579, C36 1.521, H41 1.090, H42 1.090
36 C -1.293 -5.825 1.666  C35 1.521, O37 1.441, H43 1.090, H44 1.090
37 O 0.093 -5.493 1.881  C36 1.441, C38 1.386
38 C 0.491 -5.392 3.205  C34 1.489, O37 1.386, H45 1.090, H46 1.090
39 H -0.774 -5.436 4.961  C34 1.090
40 H -1.000 -4.137 3.936  C34 1.090
41 H -2.851 -5.571 3.179  C35 1.090
42 H -1.860 -7.085 3.344  C35 1.090
43 H -1.779 -5.110 1.001  C36 1.090
44 H -1.403 -6.847 1.301  C36 1.090
45 H 1.259 -4.621 3.268  C38 1.090
46 H 0.947 -6.340 3.489  C38 1.090
47 C -0.168 -0.479 0.874  C48 1.529, C51 1.544, H52 1.090, H53 1.090
48 C 0.651 -0.537 -0.416  C47 1.529, C49 1.560, H54 1.090, H55 1.090
49 C 1.044 0.966 -0.564  C48 1.560, O50 1.453, H56 1.090, H57 1.090
50 O 0.414 1.750 0.484  C49 1.453, C51 1.436
51 C 0.198 0.846 1.579  C47 1.544, O50 1.436, H58 1.090, H59 1.090
52 H -0.134 -1.342 1.539  C47 1.090
53 H -1.222 -0.424 0.602  C47 1.090
54 H 0.028 -0.968 -1.200  C48 1.090
55 H 1.548 -1.142 -0.285  C48 1.090
56 H 0.636 1.607 -1.346  C49 1.090
57 H 2.100 1.210 -0.450  C49 1.090
58 H -0.501 1.206 2.334  C51 1.090
59 H 1.186 0.665 2.004  C51 1.090
60 C -5.789 3.652 -2.395  C61 1.489, C64 1.524, H65 1.090, H66 1.090
61 C -5.456 2.430 -1.611  C60 1.489, C62 1.564, H67 1.090, H68 1.090
62 C -4.035 2.844 -1.106  C61 1.564, O63 1.419, H69 1.090, H70 1.090
63 O -4.234 4.201 -0.740  C62 1.419, C64 1.431
64 C -5.098 4.818 -1.698  C60 1.524, O63 1.431, H71 1.090, H72 1.090
65 H -6.856 3.874 -2.418  C60 1.090
66 H -5.379 3.638 -3.404  C60 1.090
67 H -5.567 1.614 -2.325  C61 1.090
68 H -6.177 2.226 -0.820  C61 1.090
69 H -3.231 2.620 -1.808  C62 1.090
70 H -3.876 2.263 -0.197  C62 1.090
71 H -4.605 5.556 -2.332  C64 1.090
72 H -5.833 5.340 -1.085  C64 1.090
73 C 0.417 6.938 -5.316  C74 1.494, C77 1.489, H78 1.090, H79 1.090
74 C -0.447 6.082 -4.448  C73 1.494, C75 1.532, H80 1.090, H81 1.090
75 C -1.282 5.400 -5.536  C74 1.532, O76 1.434, H82 1.090, H83 1.090
76 O -1.321 6.262 -6.681  C75 1.434, C77 1.453
77 C -0.463 7.406 -6.423  C73 1.489, O76 1.453, H84 1.090, H85 1.090
78 H 1.373 6.502 -5.603  C73 1.090
79 H 0.792 7.755 -4.699  C73 1.090
80 H -0.987 6.644 -3.687  C74 1.090
81 H 0.095 5.335 -3.868  C74 1.090
82 H -2.348 5.295 -5.331  C75 1.090
83 H -0.785 4.448 -5.721  C75 1.090
84 H -1.110 8.238 -6.145  C77 1.090
85 H 0.074 7.676 -7.332  C77 1.090
86 C 6.784 -2.183 2.296  C87 1.475, C90 1.553, H91 1.090, H92 1.090
87 C 5.548 -2.275 1.498  C86 1.475, C88 1.585, H93 1.090, H94 1.090
88 C 6.139 -2.299 0.028  C87 1.585, O89 1.465, H95 1.090, H96 1.090
89 O 7.501 -1.761 0.052  C88 1.465, C90 1.443
90 C 7.869 -1.497 1.423  C86 1.553, O89 1.443, H97 1.090, H98 1.090
91 H 7.178 -3.180 2.497  C86 1.090
92 H 6.531 -1.753 3.265  C86 1.090
93 H 4.998 -1.341 1.610  C87 1.090
94 H 4.927 -3.127 1.779  C87 1.090
95 H 5.607 -1.748 -0.748  C88 1.090
96 H 6.092 -3.366 -0.189  C88 1.090
97 H 8.010 -0.446 1.677  C90 1.090
98 H 8.814 -1.972 1.685  C90 1.090
99 C -7.127 -2.685 1.701  C100 1.492, C103 1.521, H104 1.090, H105 1.090
100 C -5.798 -2.215 2.192  C99 1.492, C101 1.487, H106 1.090, H107 1.090
101 C -5.719 -2.504 3.649  C100 1.487, O102 1.508, H108 1.090, H109 1.090
102 O -6.508 -3.785 3.756  C101 1.508, C103 1.459
103 C -7.337 -3.921 2.563  C99 1.521, O102 1.459, H110 1.090, H111 1.090
104 H -7.022 -2.931 0.645  C99 1.090
105 H -7.800 -1.844 1.866  C99 1.090
106 H -5.572 -1.204 1.854  C100 1.090
107 H -5.006 -2.790 1.712  C100 1.090
108 H -6.326 -1.842 4.266  C101 1.090
109 H -4.785 -2.623 4.197  C101 1.090
110 H -8.374 -4.153 2.804  C103 1.090
111 H -7.046 -4.715 1.875  C103 1.090
112 C 1.609 3.864 6.269  C113 1.486, C116 1.548, H117 1.090, H118 1.090
113 C 1.229 3.896 7.705  C112 1.486, C114 1.552, H119 1.090, H120 1.090
114 C 1.655 5.275 8.274  C113 1.552, O115 1.516, H121 1.090, H122 1.090
115 O 2.809 5.664 7.370  C114 1.516, C116 1.446
116 C 2.550 5.077 6.075  C112 1.548, O115 1.446, H123 1.090, H124 1.090
117 H 0.738 3.956 5.619  C112 1.090
118 H 1.951 2.855 6.038  C112 1.090
119 H 1.863 3.168 8.213  C113 1.090
120 H 0.196 3.737 8.015  C113 1.090
121 H 2.001 5.125 9.297  C114 1.090
122 H 0.849 5.976 8.491  C114 1.090
123 H 3.487 4.836 5.573  C116 1.090
124 H 2.100 5.910 5.535  C116 1.090
125 C -3.274 -3.615 -4.076  C126 1.518, C129 1.584, H130 1.090, H131 1.090
126 C -4.244 -4.633 -4.647  C125 1.518, C127 1.505, H132 1.090, H133 1.090
127 C -4.884 -5.245 -3.431  C126 1.505, O128 1.428, H134 1.090, H135 1.090
128 O -4.361 -4.592 -2.274  C127 1.428, C129 1.394
129 C -3.817 -3.354 -2.611  C125 1.584, O128 1.394, H136 1.090, H137 1.090
130 H -3.242 -2.670 -4.619  C125 1.090
131 H -2.240 -3.959 -4.058  C125 1.090
132 H -3.644 -5.390 -5.152  C126 1.090
133 H -4.957 -4.314 -5.408  C126 1.090
134 H -4.680 -6.316 -3.432  C127 1.090
135 H -5.952 -5.038 -3.359  C127 1.090
136 H -3.102 -3.079 -1.835  C129 1.090
137 H -4.597 -2.595 -2.677  C129 1.090
138 C 2.076 2.111 -7.149  C139 1.540, C142 1.510, H143 1.090, H144 1.090
139 C 1.956 1.180 -5.927  C138 1.540, C140 1.489, H145 1.090, H146 1.090
140 C 0.677 0.437 -6.101  C139 1.489, O141 1.452, H147 1.090, H148 1.090
141 O 0.444 0.366 -7.532  C140 1.452, C142 1.513
142 C 0.989 1.659 -8.095  C138 1.510, O141 1.513, H149 1.090, H150 1.090
143 H 2.959 1.842 -7.729  C138 1.090
144 H 1.934 3.140 -6.819  C138 1.090
145 H 1.941 1.727 -4.984  C139 1.090
146 H 2.772 0.458 -5.902  C139 1.090
147 H -0.146 0.843 -5.512  C140 1.090
148 H 0.788 -0.578 -5.717  C140 1.090
149 H 0.225 2.424 -8.237  C142 1.090
150 H 1.450 1.548 -9.077  C142 1.090

Results
**E_tot**: -2836.49890 Ha
**Kohn-Sham gap**: 9.47 eV
**HOMO energy**: -0.3484 Eh
**F_max**: 4.06 eV Å⁻¹

No. 2
Entry from OMol25: a 5-piece molecular cluster, C37H66F2O8Si overall (ωB97M-V with the def2-TZVPD basis set).

Bonds (Å) are listed after each position.
Geometry (Å):
1 C -4.282 0.306 3.943  C2 1.524, H33 1.091, H34 1.090, H35 1.090
2 C -4.557 1.608 3.201  C1 1.524, C3 1.535, H36 1.088, H37 1.090
3 C -3.288 2.407 2.875  C2 1.535, O4 1.416, H38 1.093, H39 1.097
4 O -3.251 2.701 1.490  C3 1.416, C5 1.407
5 C -2.456 3.804 1.126  O4 1.407, C6 1.502, H40 1.091, H41 1.095
6 C -1.282 3.365 0.299  C5 1.502, C7 1.329, C31 1.490
7 C -1.075 2.122 -0.124  C6 1.329, C8 1.490, H42 1.081
8 C 0.136 1.847 -0.948  C7 1.490, O9 1.205, C10 1.503
9 O 0.084 1.111 -1.901  C8 1.205
10 C 1.359 2.615 -0.532  C8 1.503, C11 1.523, C25 1.339
11 C 2.732 1.959 -0.506  C10 1.523, F12 1.372, F13 1.357, C14 1.542
12 F 3.653 2.798 -1.081  C11 1.372
13 F 2.722 0.841 -1.275  C11 1.357
14 C 3.164 1.618 0.935  C11 1.542, C15 1.536, H43 1.087, H44 1.090
15 C 3.446 0.142 1.252  C14 1.536, Si16 1.894, H45 1.089, H46 1.090
16 Si 2.094 -0.723 2.257  C15 1.894, C17 1.879, C18 1.872, C19 1.884
17 C 0.746 0.469 2.801  Si16 1.879, H47 1.091, H48 1.091, H49 1.093
18 C 2.863 -1.444 3.805  Si16 1.872, H50 1.093, H51 1.088, H52 1.090
19 C 1.340 -2.155 1.293  Si16 1.884, C20 1.398, C24 1.403
20 C 1.332 -3.440 1.845  C19 1.398, C21 1.392, H53 1.081
21 C 0.822 -4.528 1.141  C20 1.392, C22 1.392, H54 1.082
22 C 0.327 -4.347 -0.147  C21 1.392, C23 1.390, H55 1.081
23 C 0.332 -3.077 -0.710  C22 1.390, C24 1.386, H56 1.081
24 C 0.820 -1.991 0.001  C19 1.403, C23 1.386, H57 1.084
25 C 1.155 3.872 -0.115  C10 1.339, C26 1.505, C31 1.508
26 C 2.220 4.825 0.356  C25 1.505, O27 1.417, H58 1.093, H59 1.089
27 O 1.652 5.760 1.257  C26 1.417, C28 1.421
28 C 2.416 5.947 2.440  O27 1.421, C29 1.524, H60 1.094, H61 1.088
29 C 2.198 4.822 3.445  C28 1.524, C30 1.536, H62 1.092, H63 1.091
30 C 0.846 4.905 4.171  C29 1.536, H64 1.088, H65 1.090, H66 1.089
31 C -0.264 4.379 -0.098  C6 1.490, C25 1.508, O32 1.203
32 O -0.564 5.495 -0.434  C31 1.203
33 H -5.182 -0.310 3.956  C1 1.091
34 H -4.015 0.482 4.985  C1 1.090
35 H -3.494 -0.280 3.471  C1 1.090
36 H -5.080 1.421 2.266  C2 1.088
37 H -5.209 2.226 3.819  C2 1.090
38 H -3.271 3.331 3.460  C3 1.093
39 H -2.408 1.819 3.164  C3 1.097
40 H -3.047 4.539 0.579  C5 1.091
41 H -2.049 4.297 2.016  C5 1.095
42 H -1.770 1.317 0.067  C7 1.081
43 H 2.399 2.024 1.591  C14 1.087
44 H 4.066 2.196 1.135  C14 1.090
45 H 3.648 -0.460 0.367  C15 1.089
46 H 4.355 0.105 1.854  C15 1.090
47 H 1.128 1.297 3.399  C17 1.091
48 H 0.135 0.852 1.983  C17 1.091
49 H 0.077 -0.101 3.451  C17 1.093
50 H 3.210 -0.654 4.476  C18 1.093
51 H 3.726 -2.064 3.571  C18 1.088
52 H 2.158 -2.048 4.375  C18 1.090
53 H 1.725 -3.617 2.836  C20 1.081
54 H 0.832 -5.517 1.579  C21 1.082
55 H -0.034 -5.199 -0.708  C22 1.081
56 H -0.045 -2.940 -1.713  C23 1.081
57 H 0.825 -1.013 -0.468  C24 1.084
58 H 2.682 5.354 -0.482  C26 1.093
59 H 3.012 4.269 0.854  C26 1.089
60 H 3.478 6.043 2.190  C28 1.094
61 H 2.078 6.888 2.869  C28 1.088
62 H 3.005 4.852 4.179  C29 1.092
63 H 2.284 3.862 2.934  C29 1.091
64 H 0.428 5.909 4.131  C30 1.088
65 H 0.974 4.658 5.225  C30 1.090
66 H 0.121 4.193 3.780  C30 1.089
67 C 4.809 -4.923 7.248  C68 1.521, H71 1.093, H72 1.090, H73 1.091
68 C 4.105 -4.723 5.915  C67 1.521, C69 1.521, O70 1.427, H74 1.091
69 C 4.000 -6.023 5.132  C68 1.521, H75 1.093, H76 1.091, H77 1.091
70 O 4.770 -3.726 5.140  C68 1.427, H78 0.964
71 H 5.830 -5.280 7.086  C67 1.093
72 H 4.869 -3.981 7.794  C67 1.090
73 H 4.286 -5.653 7.867  C67 1.091
74 H 3.104 -4.324 6.090  C68 1.091
75 H 4.998 -6.411 4.908  C69 1.093
76 H 3.489 -5.858 4.182  C69 1.091
77 H 3.456 -6.782 5.694  C69 1.091
78 H 5.664 -4.038 4.961  O70 0.964
79 C -1.407 0.281 -6.747  C80 1.521, H83 1.094, H84 1.090, H85 1.091
80 C -2.572 0.187 -5.774  C79 1.521, C81 1.518, O82 1.430, H86 1.091
81 C -2.364 1.076 -4.561  C80 1.518, H87 1.093, H88 1.091, H89 1.091
82 O -2.765 -1.167 -5.356  C80 1.430, H90 0.963
83 H -0.482 -0.042 -6.262  C79 1.094
84 H -1.575 -0.367 -7.608  C79 1.090
85 H -1.270 1.303 -7.101  C79 1.091
86 H -3.494 0.472 -6.282  C80 1.091
87 H -1.468 0.774 -4.012  C81 1.093
88 H -3.210 0.990 -3.878  C81 1.091
89 H -2.253 2.123 -4.849  C81 1.091
90 H -1.964 -1.438 -4.896  O82 0.963
91 C 2.502 -2.960 -3.568  C92 1.522, H95 1.092, H96 1.090, H97 1.091
92 C 2.816 -4.081 -4.549  C91 1.522, C93 1.519, O94 1.429, H98 1.091
93 C 2.391 -3.750 -5.970  C92 1.519, H99 1.093, H100 1.090, H101 1.091
94 O 2.206 -5.301 -4.123  C92 1.429, H102 0.963
95 H 1.427 -2.771 -3.530  C91 1.092
96 H 2.822 -3.241 -2.565  C91 1.090
97 H 3.001 -2.030 -3.847  C91 1.091
98 H 3.889 -4.276 -4.533  C92 1.091
99 H 1.309 -3.605 -6.021  C93 1.093
100 H 2.641 -4.570 -6.643  C93 1.090
101 H 2.878 -2.843 -6.331  C93 1.091
102 H 1.253 -5.166 -4.127  O94 0.963
103 C -8.392 0.969 -5.044  C104 1.521, H107 1.094, H108 1.090, H109 1.091
104 C -7.067 0.632 -5.710  C103 1.521, C105 1.520, O106 1.429, H110 1.091
105 C -6.314 -0.455 -4.961  C104 1.520, H111 1.094, H112 1.090, H113 1.091
106 O -6.257 1.803 -5.833  C104 1.429, H114 0.963
107 H -8.221 1.342 -4.030  C103 1.094
108 H -8.914 1.748 -5.600  C103 1.090
109 H -9.038 0.093 -4.981  C103 1.091
110 H -7.251 0.305 -6.735  C104 1.091
111 H -6.079 -0.124 -3.945  C105 1.094
112 H -5.372 -0.678 -5.460  C105 1.090
113 H -6.898 -1.374 -4.895  C105 1.091
114 H -6.069 2.121 -4.943  O106 0.963

Results
**E_tot**: -2540.51748 Ha
**Kohn-Sham gap**: 8.36 eV
**HOMO energy**: -0.3396 Eh
**F_max**: 0.49 eV Å⁻¹

No. 3
Entry from OMol25: a 2-piece molecular cluster, C4H11FNOPS overall (ωB97M-V with the def2-TZVPD basis set).

Bonds (Å) are listed after each position.
Geometry (Å):
1 C -0.893 -1.563 2.028  C3 1.437, H10 1.153, H11 1.094, H12 1.130
2 C 1.687 -0.127 -0.382  C4 1.477, H13 1.163, H14 1.013, H15 1.177
3 C 0.330 -1.516 1.274  C1 1.437, C4 1.626, H16 1.040, H17 1.075
4 C 0.405 -0.180 0.352  C2 1.477, C3 1.626, N5 1.436, H18 1.125
5 N -0.722 -0.208 -0.536  C4 1.436, H19 0.998
6 O -1.365 3.120 -1.228  P8 1.559, H20 0.980
7 F -1.554 2.029 -3.390  P8 1.616
8 P -0.484 2.285 -2.207  O6 1.559, F7 1.616, S9 1.968
9 S 1.107 3.378 -2.591  P8 1.968
10 H -0.751 -2.511 2.668  C1 1.153
11 H -1.129 -0.716 2.680  C1 1.094
12 H -1.822 -1.980 1.540  C1 1.130
13 H 2.534 0.121 0.376  C2 1.163
14 H 1.940 -1.042 -0.734  C2 1.013
15 H 1.894 0.639 -1.251  C2 1.177
16 H 1.234 -1.503 1.787  C3 1.040
17 H 0.253 -2.369 0.625  C3 1.075
18 H 0.181 0.666 1.060  C4 1.125
19 H -0.686 -1.089 -1.002  N5 0.998
20 H -2.158 2.566 -1.068  O6 0.980

Results
**E_tot**: -1128.30759 Ha
**Kohn-Sham gap**: 5.72 eV
**HOMO energy**: -0.3042 Eh
**F_max**: 5.52 eV Å⁻¹

These records have ΔE to the lowest compared entry with this formula, charge and spin values of 35.0, 0.0, 76.8 kcal/mol, in the order they appear.